Record 1
The following is a DFT calculation (ωB97M-V/def2-TZVPD) of C3H9O7PS3 as an isolated structure at a distorted geometry.

Results
charge: 0
relative energy (zero: lowest compared OMol25 entry of this formula, charge and spin): 105.4 kJ/mol
largest force on an atom: 4.24 eV Å⁻¹

Geometry as XYZ:
```
23
C3H9O7PS3, DFT ωB97M-V/def2-TZVPD
C 1.9189 1.2594 1.9483
C -2.7501 1.1994 -0.0122
C 0.6936 -1.1064 -2.5306
O -0.0421 0.7243 -0.2948
O 2.4046 -0.4453 -0.1080
O 2.5336 -1.3124 2.1022
O -0.8655 1.9453 1.7183
O -1.2485 -0.5403 1.4167
O -0.3782 -3.1690 -1.3810
O -1.7650 -1.0886 -1.5669
P -0.0423 -1.5648 0.9079
S 1.8174 -0.4220 1.2672
S -1.1119 0.9720 0.6644
S -0.5029 -1.7251 -1.2876
H 3.0321 1.4216 2.1389
H 1.5557 1.7987 1.0299
H 1.3071 1.4886 2.7632
H -3.5706 0.8639 0.4986
H -3.0213 2.2422 -0.1760
H -2.7554 0.4981 -0.8237
H 1.1426 -1.9181 -2.9736
H 0.1649 -0.5480 -3.2425
H 1.4832 -0.5733 -2.0587
```

natural (NBO) atomic charge list, values in e, 4 entries:
1 C -0.83
2 C -0.89
3 C -0.82
4 O -0.94

---

Record 2
The following is a DFT calculation (ωB97M-V/def2-TZVPD) of one molecule with the formula C11H8N2 at a distorted geometry.

Results
SMILES: c1ccc2c(c1)ncc1cccn12
charge: 0
relative energy (zero: lowest compared OMol25 entry of this formula, charge and spin): 431.2 kJ/mol
largest force on an atom: 8.59 eV Å⁻¹

Geometry as XYZ:
```
21
C11H8N2, DFT ωB97M-V/def2-TZVPD
C 3.3475 0.1478 -0.0139
C 2.8342 -1.1936 0.1398
C 1.3913 -1.4033 0.1671
C 0.4982 -0.3617 -0.1342
C 0.9340 0.9972 -0.1423
C 2.3136 1.0938 -0.0747
N 0.1974 2.1547 -0.1519
C -1.1174 2.0213 0.1090
C -1.7967 0.7286 0.0264
C -3.1736 0.4139 0.1071
C -3.1468 -1.0123 0.0463
C -1.8072 -1.3473 -0.2917
N -1.0946 -0.3230 -0.2890
H 4.4438 0.4874 -0.0530
H 3.3679 -1.9690 -0.3142
H 1.1120 -2.4363 0.7313
H 2.5211 2.1857 -0.0933
H -1.7681 2.9484 0.4536
H -3.9333 0.9995 0.0932
H -3.9983 -1.7784 0.2897
H -1.1248 -2.3535 -0.6051
```

natural (NBO) atomic charge list, values in e, 4 entries:
1 C -0.21
2 C -0.22
3 C -0.26
4 C 0.15

---

Record 3
The following is a DFT calculation (ωB97M-V/def2-TZVPD) of one molecule with the formula C30H48B2BrF3N4O4 at a distorted geometry.

Results
charge: 0
E_tot: -125591.73008 eV
largest force on an atom: 1.61 eV Å⁻¹

Geometry as XYZ:
```
92
C30H48B2BrF3N4O4, DFT ωB97M-V/def2-TZVPD
C -0.2774 -7.2963 0.5269
C -1.0113 -6.0480 0.0821
C -0.5660 -5.5541 -1.2749
O 0.8158 -5.2501 -1.2497
C 1.1328 -4.0410 -1.8996
C 0.7047 -2.8459 -1.0890
N -0.1678 -2.0395 -1.6235
C -0.5359 -0.9632 -0.8596
C -1.4977 -0.0438 -1.3728
C -2.0393 -0.3172 -2.7515
C -3.3029 -1.2154 -2.7570
C -4.0350 -1.3785 -1.4434
Br -4.5500 -0.5608 -4.1245
C -1.9319 1.0249 -0.5871
B -3.0378 2.0396 -1.1341
N -4.3667 2.1841 -0.5082
O -2.7665 2.8510 -2.1991
C -1.4122 1.2139 0.7382
C -1.8721 2.3865 1.5660
C -0.8201 3.4768 1.9132
C 0.1834 3.9275 0.8394
C 1.4203 3.0301 0.6885
C -0.4582 4.2033 -0.5229
C 0.3525 5.2304 -1.3549
C 1.1504 4.5291 -2.4197
C 2.4706 4.5406 -2.5646
C 3.3903 5.4565 -1.7954
C 3.1250 3.6186 -3.5454
C -0.5001 0.2907 1.2578
B 0.0428 0.3439 2.7575
O 1.4128 0.3662 2.9783
N -0.8689 0.3743 3.8768
C -0.2120 0.0680 5.1609
C -2.0200 -0.5396 3.6970
C -0.0441 -0.7746 0.4383
N 0.8662 -1.6523 0.9634
C 1.2504 -2.6453 0.2147
C 2.2695 -3.5707 0.8150
C 3.3933 -2.8361 1.5473
O 4.3996 -3.8062 1.8092
C 4.0405 -1.7462 0.6693
F 3.4995 -0.5446 0.8386
F 3.9530 -2.0521 -0.6349
F 5.3441 -1.6196 0.9520
H -0.5150 -8.1624 -0.0888
H -0.5500 -7.5546 1.5475
H 0.7989 -7.1555 0.4976
H -2.0911 -6.1715 0.0985
H -0.7854 -5.2492 0.7934
H -0.7674 -6.3230 -2.0277
H -1.1659 -4.6912 -1.5670
H 0.7126 -3.9679 -2.9018
H 2.2173 -4.0148 -1.9941
H -2.2334 0.6011 -3.2864
H -1.2979 -0.8391 -3.3432
H -3.0198 -2.2031 -3.1000
H -4.7865 -2.1558 -1.5768
H -3.3742 -1.7192 -0.6528
H -4.5829 -0.4948 -1.1429
H -4.5788 3.1808 -0.5065
H -5.0505 1.8024 -1.1593
H -1.8852 2.6858 -2.5468
H -2.7430 2.8756 1.1425
H -2.2005 1.9790 2.5162
H -0.2600 3.1667 2.7968
H -1.3905 4.3518 2.2201
H 0.5794 4.8820 1.1915
H 1.7345 2.6635 1.6575
H 1.2398 2.2094 0.0028
H 2.2244 3.6379 0.2815
H -1.4878 4.5293 -0.4212
H -0.3911 3.2738 -1.0795
H 1.0384 5.7856 -0.7206
H -0.3157 5.9615 -1.8087
H 0.5559 3.9280 -3.0983
H 3.7635 4.9755 -0.8929
H 4.2356 5.6970 -2.4314
H 2.8612 6.3631 -1.5330
H 3.7185 2.8610 -3.0365
H 2.4005 3.1522 -4.2047
H 3.8172 4.1861 -4.1704
H 1.6747 1.1046 3.5350
H 0.3839 -0.8430 5.1252
H -0.9594 -0.0366 5.9441
H 0.4218 0.9025 5.4467
H -1.6950 -1.5804 3.6653
H -2.6795 -0.4299 4.5562
H -2.5969 -0.2715 2.8191
H 2.7634 -4.1955 0.0819
H 1.7715 -4.2316 1.5187
H 3.0437 -2.4021 2.4779
H 4.5230 -3.8788 2.7564
```

Löwdin atomic charge list, values in e, 4 entries:
1 C -0.10
2 C -0.23
3 C -0.23
4 O -0.13

---

Record 4
The following is a DFT calculation (ωB97M-V/def2-TZVPD) of one molecule with the formula C17H21BN4O3S.

Results
SMILES: OB(O)c1cc(CCCCCCCSc2nnco2)cc2nccnc12
charge: 0
E_tot: -41586.10462 eV
largest force on an atom: 0.96 eV Å⁻¹

Geometry as XYZ:
```
47
C17H21BN4O3S, DFT ωB97M-V/def2-TZVPD
O 2.7062 -1.5132 3.2423
B 2.9971 -0.4523 2.4186
O 3.5453 0.6787 2.9786
C 2.6702 -0.5778 0.8827
C 1.4472 -1.0874 0.5200
C 1.0367 -1.1920 -0.8301
C -0.3293 -1.6972 -1.2517
C -1.0944 -2.6073 -0.2771
C -2.6060 -2.3249 -0.2115
C -2.9049 -0.8356 -0.0930
C -4.3092 -0.4649 0.3994
C -4.2708 0.9036 1.0888
C -3.7863 1.9947 0.1311
S -2.9170 3.3416 1.0018
C -1.3346 3.1958 0.3117
N -0.4280 4.1019 0.2723
N 0.6891 3.5008 -0.3098
C 0.3522 2.3013 -0.5748
O -0.9128 2.0079 -0.2064
C 1.9065 -0.7795 -1.8032
C 3.1776 -0.2692 -1.4897
N 4.0086 0.1107 -2.5048
C 5.1783 0.5505 -2.1425
C 5.5747 0.6552 -0.7818
N 4.7989 0.3130 0.2049
C 3.5687 -0.1707 -0.1337
H 2.2540 -1.2357 4.0442
H 3.1397 1.4981 2.6827
H 0.7684 -1.3929 1.3030
H -0.1867 -2.2525 -2.1792
H -0.9116 -0.8154 -1.5130
H -0.9602 -3.6348 -0.6176
H -0.6964 -2.5798 0.7344
H -3.0992 -2.7625 -1.0823
H -3.0102 -2.8515 0.6561
H -2.7822 -0.3995 -1.0845
H -2.1413 -0.3810 0.5459
H -4.9806 -0.4160 -0.4582
H -4.6544 -1.2012 1.1246
H -5.2698 1.1628 1.4409
H -3.5920 0.8663 1.9394
H -4.6035 2.4628 -0.4141
H -3.0937 1.6064 -0.6041
H 0.9981 1.5796 -1.0471
H 1.6263 -0.8308 -2.8486
H 5.8737 0.8480 -2.9196
H 6.5579 1.0459 -0.5453
```

natural (NBO) atomic charge list, values in e, 4 entries:
1 O -0.90
2 B 1.14
3 O -0.90
4 C -0.39

---

Record 5
The following is a DFT calculation (ωB97M-V/def2-TZVPD) of one molecule with the formula C23H34N2O4.

Results
SMILES: CCOc1ccc(CCNC(=O)[C@H]2CCC(=O)N2C2CCCCC2)cc1OCC
charge: 0
relative energy (zero: lowest compared OMol25 entry of this formula, charge and spin): 35.4 kJ/mol
largest force on an atom: 0.72 eV Å⁻¹

Geometry as XYZ:
```
63
C23H34N2O4, DFT ωB97M-V/def2-TZVPD
C -5.5079 -2.9405 -1.1701
C -4.5819 -1.8243 -1.6284
O -4.1711 -1.1177 -0.4759
C -3.3633 -0.0216 -0.6107
C -2.8601 0.4124 -1.8319
C -2.0070 1.4982 -1.9219
C -1.6326 2.1942 -0.7834
C -0.6389 3.3201 -0.8419
C 0.7562 2.7932 -1.2233
N 1.1104 1.6157 -0.4655
C 1.7366 1.6696 0.7241
O 2.1577 2.6905 1.2253
C 1.8841 0.3025 1.4142
C 0.5369 -0.1551 2.0100
C -0.0004 -1.1724 1.0061
C 1.2149 -1.5922 0.1940
O 1.2694 -2.5056 -0.6012
N 2.2344 -0.7559 0.4945
C 3.5699 -0.9448 -0.0364
C 4.5655 -1.3116 1.0680
C 5.9303 -1.6147 0.4578
C 6.4395 -0.4080 -0.3243
C 5.4433 -0.0226 -1.4131
C 4.0727 0.2746 -0.8100
C -2.1561 1.7841 0.4319
C -3.0168 0.6974 0.5511
O -3.3734 0.4070 1.8356
C -4.5812 -0.2706 2.1351
C -5.8157 0.5111 1.7012
H -5.8506 -3.5105 -2.0288
H -4.9808 -3.6041 -0.4900
H -6.3676 -2.5228 -0.6524
H -3.7087 -2.2457 -2.1449
H -5.1117 -1.1514 -2.3174
H -3.1203 -0.1149 -2.7354
H -1.6341 1.7960 -2.8904
H -0.5771 3.8005 0.1346
H -0.9426 4.0664 -1.5781
H 0.7897 2.5356 -2.2843
H 1.5072 3.5571 -1.0112
H 0.7085 0.7415 -0.7642
H 2.6466 0.4201 2.1900
H -0.1442 0.6810 2.1554
H 0.7061 -0.6280 2.9772
H -0.4478 -2.0445 1.4803
H -0.7525 -0.7436 0.3407
H 3.4769 -1.7938 -0.7252
H 4.6646 -0.4773 1.7656
H 4.1952 -2.1787 1.6189
H 6.6376 -1.8735 1.2481
H 5.8456 -2.4737 -0.2114
H 6.5748 0.4350 0.3569
H 7.4088 -0.6365 -0.7717
H 5.8031 0.8550 -1.9536
H 5.3520 -0.8435 -2.1280
H 4.1477 1.1314 -0.1370
H 3.3652 0.5267 -1.6024
H -1.9029 2.3099 1.3402
H -4.5577 -0.3614 3.2250
H -4.5889 -1.2710 1.6944
H -5.8594 0.5825 0.6174
H -6.7105 0.0066 2.0554
H -5.7875 1.5164 2.1158
```

natural (NBO) atomic charge list, values in e, 4 entries:
1 C -0.62
2 C -0.06
3 O -0.53
4 C 0.29

---

Record 6
The following is a DFT calculation (ωB97M-V/def2-TZVPD) of CH2N2O as an isolated structure at a distorted geometry.

Results
charge: 0
relative energy (zero: lowest compared OMol25 entry of this formula, charge and spin): 378.9 kJ/mol
largest force on an atom: 3.24 eV Å⁻¹

Geometry as XYZ:
```
6
CH2N2O, DFT ωB97M-V/def2-TZVPD
C -0.0321 0.7382 -0.3799
N -0.3146 0.3623 0.8222
N 0.3041 -0.8253 0.6556
O 0.4696 -0.3762 -0.8787
H -0.3876 -1.5908 0.6826
H -0.0394 1.6918 -0.9017
```

natural (NBO) atomic charge list, values in e, 4 entries:
1 C 0.30
2 N -0.36
3 N -0.10
4 O -0.39

---

Question: What is the formula in the second record?
Answer: C11H8N2